Molecular formula: C7H11NO2
Method: DFT, ωB97M-V with the def2-TZVPD basis set

HOMO level = -9.02 eV
DFT total energy = -478.27217 a.u.
energy relative to the best compared isomer or geometry (same formula, charge and spin) = 852.3 kJ/mol
M = 141.17 g/mol

ORCA input file:
```
! wB97M-V def2-TZVPD RIJCOSX def2/J DEFGRID3
* xyz 0 1
O 2.5813 -1.4458 -0.9744
O 1.9593 -1.2765 1.1189
N 2.2273 1.8245 0.1874
C 1.5264 0.7202 -0.4008
C -0.8507 0.0458 -0.4248
C -2.2788 -0.2076 0.0023
C 0.0563 0.7012 0.3030
C 2.2313 -0.6756 -0.1718
C -3.5250 0.2127 -0.0268
C -1.4356 -1.4296 -0.0014
H -1.2855 -2.1891 0.9315
H -0.9104 0.0719 -1.4389
H -4.5727 -0.4205 0.0622
H -0.0910 1.9643 0.2789
H -3.6708 1.4871 0.3318
H 2.1985 -2.1521 1.0916
H 1.2565 0.7982 -1.5688
H 2.8646 1.3169 1.0917
H -1.5693 -1.9660 -1.1679
H 3.1188 2.3997 -0.5936
H 0.1695 0.2201 1.3699
*
```